A 2-piece molecular cluster, CBrNO4 overall at a distorted geometry. Source: OMol25; level of theory: ωB97M-V with the def2-TZVPD basis set.

Charge: 0
Energy (a.u.): -2967.70208
ΔE to the lowest compared entry with this formula, charge and spin (kcal per mole): 9.1
E_HOMO (spin up / spin down) (eV): -10.45 / -10.54
SMILES: O=NOBr.O=C=O
Kohn-Sham gap (spin up / spin down) (eV): 8.5 / 8.5

XYZ file:
```
7
Properties=species:S:1:pos:R:3:forces:R:3:mulliken_charge:R:1
O 0.356007 -1.386602 -1.324902 -1.3 -1.8 -0.9 -0.400
N 1.176423 -0.804298 -0.766137 -2.2 2.6 -0.7 0.872
O 2.236107 -1.008733 -0.344458 3.3 0.0 1.7 -0.390
Br 3.295399 -2.871499 -0.066616 0.1 -0.8 -0.1 -0.085
O -1.788249 1.753092 -0.090145 -1.8 1.8 -2.5 -0.315
C -1.408953 1.114607 0.761893 0.8 0.2 -0.2 0.648
O -0.884796 0.512649 1.564410 1.0 -2.1 2.7 -0.330
```
Positions in Å, forces in eV/Å.